94
Properties=species:S:1:pos:R:3:forces:R:3 method="wB97M-V/def2-TZVPD" gap_ha="0.286 / 0.216" multiplicity=2 relative_energy_kj_mol=0.0 e_tot_ha=-8919.51424 charge=+2 e_lumo_ev="-5.23 / -7.43"
Cu 1.478783 -0.323679 -0.263756 0.11 0.20 0.31
O 1.731521 -4.379299 -1.696108 0.21 0.09 0.07
C 1.664316 -3.432405 -0.779596 0.01 -0.01 -0.04
O 0.652398 -2.916514 -0.371227 -0.02 -0.05 0.04
C 3.032075 -2.965352 -0.345066 -0.03 0.00 -0.09
C 4.177401 -3.733948 -0.506377 -0.01 -0.06 0.05
C 5.400024 -3.166591 -0.197089 0.02 -0.07 -0.01
C 5.439468 -1.849642 0.238332 0.07 0.01 0.04
C 4.246450 -1.163005 0.370825 -0.03 0.10 0.03
N 3.064275 -1.714334 0.097514 0.04 0.03 -0.11
C 4.139767 0.299127 0.722515 -0.04 -0.04 0.07
O 5.169059 0.916726 1.276400 0.02 -0.01 -0.04
O 3.121785 0.910349 0.491686 0.07 0.03 -0.05
H 0.877301 -4.453786 -2.179545 -0.23 -0.02 -0.01
H 4.100848 -4.746330 -0.876525 -0.01 0.02 -0.02
H 6.314796 -3.730654 -0.322916 -0.02 0.01 0.02
H 6.395524 -1.376669 0.424903 -0.02 -0.02 0.01
H 5.917311 0.329376 1.447116 -0.05 0.00 0.03
C -3.158728 5.426286 2.895489 0.01 0.00 0.02
C -2.950894 5.394802 1.520693 0.01 -0.03 -0.02
C -2.006338 4.536392 0.990232 0.00 0.06 0.03
C -1.253294 3.713347 1.841355 -0.12 -0.21 -0.20
C -1.492015 3.723187 3.219254 -0.03 -0.01 0.00
C -2.429988 4.596123 3.740703 0.00 -0.03 0.01
P -0.081233 2.602986 1.100100 0.45 0.58 0.47
C 0.910649 3.600744 -0.035656 -0.11 -0.11 -0.14
C 1.096858 4.965814 0.216553 0.02 -0.02 0.01
C 1.905546 5.716936 -0.620518 0.00 0.01 -0.01
C 2.514640 5.127324 -1.720187 0.00 -0.02 -0.01
C 2.316551 3.778721 -1.988249 0.00 0.04 0.00
C 1.512248 3.021268 -1.155110 -0.02 0.01 0.07
C 0.986559 1.930554 2.400811 -0.04 -0.11 -0.07
C 0.989066 0.580985 2.740844 -0.04 0.00 0.05
C 1.840351 0.112955 3.732182 0.01 0.04 -0.03
C 2.684799 0.995458 4.391807 -0.01 0.01 -0.01
C 2.684750 2.344142 4.055817 0.00 -0.01 0.02
C 1.842073 2.813332 3.061268 0.02 0.01 -0.07
H -3.898371 6.097296 3.312482 0.01 0.00 -0.01
H -3.526607 6.037059 0.868129 0.01 -0.01 0.01
H -1.836205 4.514446 -0.080037 0.00 0.01 0.00
H -0.937782 3.064159 3.874034 0.01 0.00 0.00
H -2.601194 4.627353 4.808583 0.00 0.00 -0.02
H 0.622100 5.438964 1.065763 0.00 -0.01 0.00
H 2.055188 6.768777 -0.415178 0.00 -0.02 0.00
H 3.136889 5.722630 -2.375977 -0.01 -0.01 0.02
H 2.786857 3.319528 -2.848159 -0.03 0.01 0.01
H 1.354224 1.974880 -1.381250 0.03 -0.06 0.02
H 0.330019 -0.117356 2.243636 -0.01 0.00 -0.03
H 1.836053 -0.938184 3.992866 -0.01 0.02 0.00
H 3.340031 0.634222 5.173949 0.00 0.01 -0.01
H 3.340058 3.033567 4.571740 0.00 -0.01 -0.02
H 1.857213 3.863020 2.792920 0.01 -0.01 0.03
C -2.277418 -0.759989 4.036373 -0.01 -0.01 -0.02
O -2.137611 -1.274429 2.693609 -0.02 -0.08 0.05
C -2.181582 -0.378717 1.733956 0.10 0.18 -0.18
O -2.115572 0.823917 1.900483 -0.07 -0.08 0.01
C -2.152661 -0.958625 0.350389 0.00 0.15 0.05
C -3.076393 -1.800951 -0.094599 -0.22 -0.06 -0.02
As -3.210512 -2.684391 -1.845419 0.04 0.18 -0.01
C -2.626807 -4.453286 -1.220675 -0.03 -0.03 0.02
C -1.454631 -2.197512 -2.608563 -0.03 -0.14 -0.11
C -0.627601 -1.205231 -2.284156 0.04 0.04 0.06
As -0.819852 -0.020511 -0.720744 -0.24 -0.71 -0.44
C -1.962746 1.310756 -1.560971 0.09 0.18 0.13
C 0.688550 -1.026234 -2.969118 -0.01 0.13 0.06
O 1.666969 -0.543039 -2.406077 -0.14 -0.07 -0.16
O 0.705451 -1.422279 -4.219361 -0.02 -0.09 -0.03
C 1.964749 -1.423087 -4.935761 -0.03 0.04 0.02
C -1.104719 -3.198387 -3.682606 -0.11 0.14 0.15
O -0.335224 -4.116033 -3.492434 0.22 -0.03 0.01
O -1.821165 -3.022978 -4.770019 0.01 -0.04 0.02
C -1.591263 -3.939957 -5.869131 -0.02 0.02 0.02
C -4.298271 -2.065329 0.768072 0.13 -0.10 -0.06
O -4.699042 -1.320884 1.619672 0.08 0.07 0.04
O -4.907313 -3.186413 0.389568 -0.03 0.01 0.02
C -6.131355 -3.512058 1.089950 0.02 0.01 -0.01
H -2.175614 -1.621165 4.685982 0.00 -0.02 0.01
H -3.260674 -0.308169 4.144172 -0.01 0.01 -0.01
H -1.502276 -0.024400 4.239583 0.01 0.01 0.00
H -3.479418 -4.938021 -0.755118 0.00 0.02 0.00
H -1.813157 -4.344693 -0.506967 0.03 -0.02 -0.02
H -2.301942 -5.045243 -2.072845 0.00 -0.01 -0.02
H -2.735850 0.791642 -2.120977 -0.04 -0.03 -0.02
H -1.363631 1.922424 -2.234598 0.01 0.01 -0.02
H -2.416299 1.937022 -0.794779 -0.02 -0.01 0.02
H 1.953611 -2.315053 -5.552497 -0.01 -0.01 -0.03
H 2.798179 -1.440160 -4.241880 0.00 -0.02 0.03
H 2.007880 -0.531304 -5.554664 -0.01 0.02 0.00
H -0.739162 -3.585256 -6.443653 0.03 -0.01 0.00
H -2.491371 -3.907857 -6.470969 -0.02 0.03 -0.01
H -1.404014 -4.941665 -5.496679 -0.01 -0.02 0.02
H -6.605240 -4.290937 0.504035 0.01 -0.02 -0.01
H -6.766869 -2.634268 1.160304 0.00 0.02 -0.03
H -5.891308 -3.872335 2.087140 0.01 0.01 0.01